i) Computed, not measured: a cluster of 4 separate species, C20H58BBrFN9O5P3 in total, with ωB97M-V with the def2-TZVPD basis set.

```
! wB97M-V def2-TZVPD RIJCOSX def2/J DEFGRID3
* xyz -1 1
F 0.783 -2.993 5.763
B -0.043 -1.958 6.316
O -0.898 -2.501 7.411
C -2.100 -2.832 6.756
C -2.277 -1.614 5.853
Br -2.658 -0.013 7.020
O -1.058 -1.561 5.256
H 0.707 -1.067 6.686
H -2.889 -3.054 7.477
H -1.900 -3.673 6.075
H -3.052 -1.654 5.087
O -1.619 3.050 5.088
P -1.332 4.472 4.844
N 0.275 4.670 4.336
C 1.375 4.315 5.229
C 0.460 4.019 3.037
N -1.575 5.239 6.404
C -0.494 5.625 7.288
C -2.641 4.584 7.156
N -2.070 5.598 3.889
C -1.408 6.779 3.379
C -3.514 5.550 3.750
H 2.311 4.441 4.681
H 1.320 3.279 5.583
H 1.427 4.975 6.083
H -0.313 4.337 2.335
H 0.410 2.927 3.115
H 1.425 4.301 2.612
H 0.101 4.777 7.654
H -0.920 6.131 8.159
H 0.170 6.345 6.807
H -2.313 3.659 7.643
H -3.474 4.325 6.503
H -3.015 5.277 7.915
H -0.672 7.168 4.081
H -2.163 7.551 3.220
H -0.903 6.597 2.425
H -4.007 6.254 4.433
H -3.884 4.549 3.976
H -3.819 5.783 2.728
O -0.146 2.222 -0.246
P 0.755 1.463 -1.179
N 2.290 2.025 -0.610
C 2.523 3.449 -0.448
C 2.679 1.307 0.607
N 0.110 2.224 -2.670
C 0.646 3.481 -3.136
C -1.343 2.213 -2.742
N 1.581 0.330 -2.138
C 2.953 0.425 -2.600
C 0.795 -0.725 -2.755
H 3.520 3.608 -0.030
H 1.802 3.937 0.219
H 2.519 3.970 -1.403
H 2.578 0.229 0.460
H 2.065 1.589 1.470
H 3.727 1.513 0.836
H 0.481 4.315 -2.435
H 0.163 3.739 -4.083
H 1.715 3.404 -3.345
H -1.813 2.992 -2.126
H -1.741 1.253 -2.407
H -1.652 2.353 -3.783
H 3.239 1.451 -2.812
H 3.023 -0.152 -3.526
H 3.675 0.013 -1.891
H 0.551 -0.478 -3.796
H -0.144 -0.872 -2.217
H 1.324 -1.681 -2.733
O 2.090 -6.009 -6.665
P 0.870 -5.811 -5.858
N 0.932 -6.726 -4.433
C 0.968 -8.183 -4.494
C 2.016 -6.236 -3.574
N -0.428 -6.380 -6.895
C -1.076 -7.667 -6.736
C -0.151 -6.119 -8.301
N 0.164 -4.444 -5.287
C -0.717 -4.401 -4.134
C 0.206 -3.239 -6.100
H 1.081 -8.565 -3.478
H 1.801 -8.566 -5.098
H 0.044 -8.592 -4.873
H 1.952 -5.153 -3.461
H 3.004 -6.478 -3.982
H 1.921 -6.679 -2.583
H -0.405 -8.522 -6.896
H -1.888 -7.741 -7.465
H -1.538 -7.756 -5.753
H 0.533 -6.853 -8.745
H 0.299 -5.135 -8.433
H -1.093 -6.130 -8.855
H -1.326 -5.298 -4.041
H -1.397 -3.554 -4.229
H -0.152 -4.272 -3.207
H -0.720 -3.113 -6.672
H 1.034 -3.276 -6.810
H 0.352 -2.355 -5.477
*
```

Output
- Kohn-Sham gap (eV) = 6.499
- highest occupied orbital energy (eV) = -5.10



ii) Computed, not measured: a cluster of 4 separate species, C20H58BBrFN9O5P3 in total, with ωB97M-V with the def2-TZVPD basis set.

```
! wB97M-V def2-TZVPD RIJCOSX def2/J DEFGRID3
* xyz -1 1
F 1.253 -2.605 6.691
B 0.257 -1.579 6.942
O -0.566 -2.027 8.095
C -1.672 -2.622 7.446
C -1.947 -1.560 6.376
Br -2.506 0.088 7.349
O -0.707 -1.497 5.800
H 0.914 -0.571 7.171
H -2.449 -2.844 8.174
H -1.310 -3.504 6.909
H -2.651 -1.815 5.589
O -1.716 3.026 5.145
P -1.564 4.458 4.764
N 0.091 4.551 4.309
C 1.133 4.141 5.245
C 0.306 3.896 3.022
N -1.937 5.189 6.322
C -0.914 5.487 7.303
C -3.099 4.588 6.970
N -1.955 5.886 3.920
C -1.053 6.980 3.658
C -3.355 6.151 3.643
H 2.105 4.215 4.755
H 1.009 3.113 5.604
H 1.183 4.807 6.102
H -0.418 4.253 2.284
H 0.199 2.807 3.097
H 1.300 4.127 2.633
H -0.401 4.587 7.673
H -1.367 5.993 8.159
H -0.173 6.183 6.904
H -2.859 3.638 7.464
H -3.887 4.389 6.243
H -3.506 5.280 7.712
H -0.338 7.132 4.466
H -1.628 7.903 3.553
H -0.487 6.835 2.732
H -3.787 6.834 4.388
H -3.934 5.226 3.665
H -3.491 6.586 2.649
O -0.186 2.175 -0.279
P 0.649 1.313 -1.197
N 2.192 1.805 -0.581
C 2.500 3.218 -0.406
C 2.512 1.082 0.652
N 0.109 2.130 -2.681
C 0.697 3.369 -3.132
C -1.342 2.184 -2.818
N 1.518 0.216 -2.212
C 2.874 0.367 -2.689
C 0.761 -0.848 -2.849
H 3.488 3.333 0.042
H 1.779 3.737 0.234
H 2.561 3.742 -1.359
H 2.363 0.007 0.514
H 1.882 1.404 1.489
H 3.559 1.232 0.919
H 0.536 4.201 -2.428
H 0.261 3.650 -4.093
H 1.768 3.259 -3.314
H -1.793 2.982 -2.211
H -1.795 1.240 -2.509
H -1.610 2.346 -3.866
H 3.134 1.407 -2.876
H 2.982 -0.175 -3.632
H 3.607 -0.043 -1.988
H 0.495 -0.579 -3.882
H -0.164 -1.044 -2.305
H 1.325 -1.785 -2.863
O 2.074 -6.563 -6.941
P 1.011 -5.868 -6.151
N 1.063 -6.679 -4.636
C 0.891 -8.123 -4.574
C 2.257 -6.294 -3.886
N -0.372 -6.269 -7.164
C -1.181 -7.448 -6.933
C -0.111 -6.108 -8.589
N 0.227 -4.523 -5.490
C -0.642 -4.530 -4.333
C 0.218 -3.290 -6.260
H 1.012 -8.456 -3.542
H 1.611 -8.669 -5.196
H -0.115 -8.417 -4.861
H 2.354 -5.205 -3.857
H 3.170 -6.705 -4.334
H 2.182 -6.640 -2.854
H -0.618 -8.385 -7.063
H -2.018 -7.459 -7.634
H -1.628 -7.434 -5.938
H 0.448 -6.954 -9.011
H 0.471 -5.203 -8.775
H -1.055 -6.005 -9.128
H -1.225 -5.445 -4.249
H -1.355 -3.705 -4.386
H -0.066 -4.405 -3.412
H -0.721 -3.181 -6.819
H 1.039 -3.271 -6.979
H 0.341 -2.418 -5.613
*
```

Output
- Kohn-Sham gap (eV) = 5.713
- highest occupied orbital energy (eV) = -5.02



The least stable of them is ii).



i) Computed, not measured: a structure of composition CHClF2OS2, with ωB97M-V with the def2-TZVPD basis set.

```
! wB97M-V def2-TZVPD RIJCOSX def2/J DEFGRID3
* xyz 0 1
C -0.172 0.366 0.854
O -1.348 -0.090 -1.453
F -0.964 1.431 0.711
F -0.658 -0.394 1.902
S 0.344 -2.322 -0.919
S -0.151 -0.501 -0.828
Cl 2.119 0.998 -1.360
H 0.830 0.511 1.092
*
```

Output
- Kohn-Sham gap (spin up / spin down) (eV) = 7.101 / 7.105
- highest occupied orbital energy (spin up / spin down) (eV) = -10.58 / -10.59



ii) Computed, not measured: a cluster of 2 separate species, CHClF2OS2 in total, with ωB97M-V with the def2-TZVPD basis set.

```
! wB97M-V def2-TZVPD RIJCOSX def2/J DEFGRID3
* xyz 0 1
C -1.152 -0.550 -0.358
O 0.380 1.140 1.579
F -1.712 0.669 -0.094
F -1.087 -0.757 -1.703
S 2.027 1.518 -0.852
S 1.065 0.550 0.431
Cl 2.147 -1.215 0.907
H -1.668 -1.354 0.090
*
```

Output
- Kohn-Sham gap (spin up / spin down) (eV) = 7.512 / 8.009
- highest occupied orbital energy (spin up / spin down) (eV) = -9.93 / -9.53



The least stable of them is ii).



i) Computed, not measured: a structure of composition C37H28CsN8O4PS, with ωB97M-V with the def2-TZVPD basis set.

```
! wB97M-V def2-TZVPD RIJCOSX def2/J DEFGRID3
* xyz -2 1
Cs 0.632 2.499 -0.363
O 5.219 3.264 1.188
C 4.059 3.297 0.765
N 3.048 2.466 1.136
C 2.717 2.174 2.421
O 2.741 2.952 3.418
C 2.162 0.790 2.699
C 1.552 0.692 4.018
C 0.886 -0.469 4.382
C 0.910 -1.559 3.527
C 1.490 -1.352 2.260
N 2.066 -0.211 1.824
C 3.856 4.260 -0.370
C 4.647 5.479 -0.468
C 4.569 6.245 -1.610
C 3.742 5.815 -2.658
C 2.978 4.650 -2.471
N 3.006 3.964 -1.300
H 1.591 1.593 4.678
H 0.307 -0.514 5.269
H 0.423 -2.517 3.685
H 1.478 -2.145 1.465
H 5.314 5.769 0.376
H 5.228 7.130 -1.669
H 3.601 6.370 -3.561
H 2.242 4.336 -3.222
O -1.920 1.119 -0.832
C -2.634 1.930 -0.183
O -2.508 3.176 -0.166
C -3.866 1.329 0.526
C -4.930 2.220 0.792
C -6.074 1.651 1.340
C -6.179 0.284 1.481
C -5.098 -0.538 1.276
C -3.898 -0.005 0.843
P -2.307 -0.818 0.878
C -2.501 -1.957 -0.498
C -1.519 -2.960 -0.538
C -1.517 -3.862 -1.568
C -2.435 -3.676 -2.641
C -3.525 -2.796 -2.557
C -3.530 -1.881 -1.461
C -2.656 -1.912 2.330
C -2.431 -1.506 3.671
C -2.697 -2.349 4.719
C -3.143 -3.637 4.401
C -3.357 -4.025 3.110
C -3.108 -3.152 2.052
H -4.814 3.215 0.501
H -6.957 2.214 1.629
H -7.084 -0.189 1.853
H -5.190 -1.615 1.409
H -0.829 -3.063 0.343
H -0.790 -4.661 -1.514
H -2.390 -4.355 -3.476
H -4.384 -2.883 -3.192
H -4.284 -1.102 -1.428
H -2.083 -0.500 3.822
H -2.558 -1.997 5.730
H -3.319 -4.387 5.155
H -3.685 -5.010 2.832
H -3.450 -3.466 1.063
N 1.125 -1.552 -4.908
C 0.669 -0.459 -4.807
N 0.117 0.699 -4.927
C 0.305 1.741 -4.250
N 0.417 2.792 -3.714
C 3.399 -2.581 -3.928
N 3.817 -1.601 -2.947
C 4.419 -0.376 -3.277
C 4.559 0.309 -2.110
N 4.169 -0.499 -1.059
C 3.635 -1.704 -1.561
S 3.149 -3.106 -0.811
H 2.333 -2.409 -4.258
H 3.464 -3.586 -3.464
H 3.963 -2.560 -4.864
H 4.673 -0.095 -4.256
H 4.861 1.319 -1.869
H 4.112 -0.145 -0.111
*
```

Output
- Kohn-Sham gap (eV) = 6.593
- highest occupied orbital energy (eV) = -2.74



ii) Computed, not measured: a structure of composition C37H28CsN8O4PS, with ωB97M-V with the def2-TZVPD basis set.

```
! wB97M-V def2-TZVPD RIJCOSX def2/J DEFGRID3
* xyz -2 1
Cs 0.289 -0.835 1.491
O 3.990 -3.783 4.041
C 3.340 -2.983 3.346
N 2.088 -3.153 2.902
C 1.413 -4.274 3.215
O 1.760 -5.300 3.878
C -0.012 -4.468 2.838
C -0.662 -5.527 3.555
C -1.897 -5.938 3.148
C -2.449 -5.366 2.001
C -1.725 -4.378 1.335
N -0.563 -3.909 1.801
C 4.002 -1.638 3.124
C 5.045 -1.309 4.020
C 5.777 -0.178 3.807
C 5.496 0.665 2.742
C 4.435 0.276 1.895
N 3.672 -0.799 2.154
H -0.103 -5.950 4.381
H -2.450 -6.685 3.693
H -3.543 -5.501 1.706
H -2.072 -3.891 0.406
H 5.260 -2.005 4.838
H 6.642 0.032 4.491
H 6.044 1.605 2.611
H 4.146 0.868 1.028
O -1.613 -1.135 -2.305
C -2.541 -0.309 -1.477
O -2.686 -0.460 -0.281
C -3.078 0.737 -2.329
C -4.240 1.447 -2.069
C -4.609 2.437 -2.928
C -3.891 2.723 -4.102
C -2.733 1.986 -4.382
C -2.326 1.020 -3.456
P -0.993 -0.149 -3.474
C 0.533 0.424 -2.881
C 1.746 -0.290 -3.019
C 2.941 0.159 -2.485
C 2.993 1.346 -1.759
C 1.826 2.110 -1.653
C 0.597 1.674 -2.202
C -0.842 -0.975 -5.016
C 0.118 -0.427 -5.906
C 0.017 -0.735 -7.241
C -1.008 -1.571 -7.732
C -1.919 -2.092 -6.809
C -1.783 -1.888 -5.432
H -4.875 1.254 -1.172
H -5.537 2.980 -2.724
H -4.168 3.536 -4.755
H -2.174 2.118 -5.323
H 1.643 -1.294 -3.439
H 3.853 -0.451 -2.576
H 3.947 1.737 -1.406
H 1.860 3.114 -1.191
H -0.325 2.267 -2.077
H 0.820 0.306 -5.546
H 0.754 -0.302 -7.900
H -1.139 -1.678 -8.826
H -2.776 -2.646 -7.216
H -2.433 -2.416 -4.755
N 4.262 3.094 5.783
C 3.214 2.933 5.261
N 2.002 2.863 4.845
C 1.454 2.023 4.024
N 0.785 1.428 3.284
C -1.323 5.384 3.438
N -1.851 4.052 3.250
C -2.421 3.191 4.179
C -2.806 2.080 3.522
N -2.434 2.209 2.190
C -1.840 3.428 1.958
S -1.185 3.918 0.523
H -1.903 5.937 4.199
H -1.278 5.922 2.483
H -0.279 5.359 3.807
H -2.531 3.408 5.229
H -3.231 1.165 3.947
H -2.516 1.473 1.476
*
```

Output
- Kohn-Sham gap (spin up / spin down) (eV) = 3.619 / 4.177
- highest occupied orbital energy (spin up / spin down) (eV) = 0.01 / -0.54



The least stable of them is ii).



i) Computed, not measured: the molecule ClH3N2S, with ωB97M-V with the def2-TZVPD basis set.

```
! wB97M-V def2-TZVPD RIJCOSX def2/J DEFGRID3
* xyz 0 1
N 0.566 1.348 0.204
N 0.670 -1.117 -0.105
S -0.040 0.274 -0.705
Cl -2.138 -0.273 -0.011
H 0.076 2.378 -0.219
H 1.007 -0.901 0.791
H -0.141 -1.708 0.045
*
```

Output
- Kohn-Sham gap (eV) = 9.547
- highest occupied orbital energy (eV) = -9.86



ii) Computed, not measured: a cluster of 2 separate species, ClH3N2S in total, with ωB97M-V with the def2-TZVPD basis set.

```
! wB97M-V def2-TZVPD RIJCOSX def2/J DEFGRID3
* xyz 0 1
N 1.231 -1.151 -0.243
N -1.680 0.451 0.532
S -0.654 0.744 -0.469
Cl 0.737 2.160 0.096
H 1.774 -1.289 -1.134
H -1.896 0.912 1.483
H 0.488 -1.828 -0.265
*
```

Output
- Kohn-Sham gap (spin up / spin down) (eV) = 7.636 / 9.919
- highest occupied orbital energy (spin up / spin down) (eV) = -8.12 / -10.33



The least stable of them is ii).



i) Computed, not measured: a structure of composition H3NOPS, with ωB97M-V with the def2-TZVPD basis set.

```
! wB97M-V def2-TZVPD RIJCOSX def2/J DEFGRID3
* xyz -1 1
O 1.874 -0.070 1.137
P 0.821 0.020 0.029
N -0.357 -1.200 0.216
S -1.850 -0.580 -0.398
H 0.231 1.322 0.053
H 1.406 -0.112 -1.266
H -2.126 0.620 0.229
*
```

Output
- Kohn-Sham gap (eV) = 6.876
- highest occupied orbital energy (eV) = -3.02



ii) Computed, not measured: the ion H3NOPS with charge -1, with ωB97M-V with the def2-TZVPD basis set.

```
! wB97M-V def2-TZVPD RIJCOSX def2/J DEFGRID3
* xyz -1 1
N -2.024 -1.280 0.151
O -3.259 -1.189 0.343
P 0.116 0.748 -0.105
S -1.312 0.008 -1.310
H -1.387 -0.679 1.034
H 0.927 1.507 -1.009
H 1.172 -0.113 -0.510
*
```

Output
- SMILES string = [O-]NSP
- Kohn-Sham gap (spin up / spin down) (eV) = 6.728 / 6.730
- highest occupied orbital energy (spin up / spin down) (eV) = -2.54 / -2.54



The least stable of them is ii).



i) Computed, not measured: a cluster of 2 separate species, C2H5NO4 in total, with ωB97M-V with the def2-TZVPD basis set.

```
! wB97M-V def2-TZVPD RIJCOSX def2/J DEFGRID3
* xyz 0 1
O 0.370 1.578 -0.860
C 1.199 0.980 -0.194
N 1.008 -0.294 0.247
C 0.286 -1.295 -0.385
O -0.505 -0.926 -1.405
O 0.414 -2.449 -0.079
H 2.130 1.523 0.015
H 1.722 -0.628 0.857
H -0.789 -0.012 -1.226
H -2.268 -0.095 1.397
H -2.011 1.167 0.587
O -1.556 0.452 1.047
*
```

Output
- SMILES string = O=CNC(=O)O.O
- Kohn-Sham gap (eV) = 11.313
- highest occupied orbital energy (eV) = -10.81



ii) Computed, not measured: the molecule C2H5NO4, with ωB97M-V with the def2-TZVPD basis set.

```
! wB97M-V def2-TZVPD RIJCOSX def2/J DEFGRID3
* xyz 0 1
C -0.958 0.767 -0.049
C 1.112 -0.340 -0.180
N 2.089 0.936 -0.015
O 2.729 0.757 0.990
O 1.811 -1.017 -1.145
O 0.927 -0.969 0.974
O -0.134 -0.145 -0.750
H -1.877 0.252 -0.182
H -1.074 1.838 -0.528
H -0.691 0.835 1.003
H 1.148 -1.123 -1.858
H 1.378 -0.410 1.662
*
```

Output
- SMILES string = COC(O)(O)N=O
- Kohn-Sham gap (eV) = 9.095
- highest occupied orbital energy (eV) = -9.69



The least stable of them is ii).



i) Computed, not measured: a cluster of 2 separate species, C3H11N5 in total, with ωB97M-V with the def2-TZVPD basis set.

```
! wB97M-V def2-TZVPD RIJCOSX def2/J DEFGRID3
* xyz 0 1
C 2.199 -0.376 -0.715
N 1.719 -0.432 0.658
H 2.024 0.366 1.208
H 0.923 -1.061 0.781
H 1.506 0.132 -1.396
H 2.341 -1.390 -1.093
H 3.131 0.186 -0.749
C -0.601 0.883 0.359
C -1.455 -0.515 0.311
N -0.653 1.547 -0.842
N -1.458 -1.171 -0.899
N -0.443 1.552 1.430
N -2.186 -0.952 1.255
H -0.611 2.552 -0.759
H -1.309 1.215 -1.532
H -0.631 -1.103 -1.470
H -1.872 -2.094 -0.870
H -0.381 0.985 2.271
H -2.243 -0.323 2.052
*
```

Output
- SMILES string = [H]/N=C(N)\C(N)=N/[H].CN
- Kohn-Sham gap (eV) = 9.346
- highest occupied orbital energy (eV) = -8.46



ii) Computed, not measured: a structure of composition C3H11N5, with ωB97M-V with the def2-TZVPD basis set.

```
! wB97M-V def2-TZVPD RIJCOSX def2/J DEFGRID3
* xyz 0 1
C 1.402 -0.943 0.868
C 0.358 1.266 0.932
N 0.137 -0.180 0.789
N 1.091 -2.344 0.757
H -0.822 -1.109 -0.025
H 1.903 -2.920 0.939
H 0.707 -2.512 -0.170
H 2.031 -0.555 0.049
H 1.899 -0.756 1.832
H 1.025 1.618 0.138
H -0.576 1.824 0.879
H 0.829 1.524 1.893
N -2.145 0.808 -1.469
N -1.388 1.986 -1.732
C -1.665 -0.334 -1.552
N -1.416 -1.444 -1.160
H -0.474 -0.497 1.537
H -0.809 1.872 -2.567
H -2.086 2.695 -1.936
*
```

Output
- Kohn-Sham gap (eV) = 8.774
- highest occupied orbital energy (eV) = -7.94



The least stable of them is ii).



i) Computed, not measured: the molecule CH3NO3, with ωB97M-V with the def2-TZVPD basis set.

```
! wB97M-V def2-TZVPD RIJCOSX def2/J DEFGRID3
* xyz 0 3
C 0.790 -0.457 0.222
N -0.265 0.195 0.498
O -0.555 0.928 -0.992
O -0.844 0.634 1.445
O -1.807 1.434 -1.309
H 1.083 -0.324 -0.790
H 1.303 -1.113 0.842
H -1.589 2.398 -1.197
*
```

Output
- Kohn-Sham gap (spin up / spin down) (eV) = 7.710 / 6.859
- highest occupied orbital energy (spin up / spin down) (eV) = -6.92 / -9.41
- <S²> = 2.01



ii) Computed, not measured: a cluster of 2 separate species, CH3NO3 in total, with ωB97M-V with the def2-TZVPD basis set.

```
! wB97M-V def2-TZVPD RIJCOSX def2/J DEFGRID3
* xyz 0 3
C 2.314 0.681 0.635
N -0.518 -0.643 0.122
O 2.961 0.540 -0.288
O 0.104 0.499 -0.435
O -1.922 -0.387 -0.220
H -0.244 -1.417 -0.398
H -0.244 1.342 0.060
H -2.451 -0.614 0.523
*
```

Output
- Kohn-Sham gap (spin up / spin down) (eV) = 4.479 / 8.707
- highest occupied orbital energy (spin up / spin down) (eV) = -4.04 / -12.06
- <S²> = 2.01



The least stable of them is i).